[1]
One molecule with the formula C6H12O, computed with wB97M-V/def2-TZVPD.

Output
Kohn-Sham gap ... 9.3 eV
HOMO ... -8.28 eV

Geometry as ORCA input:
```
! RIJCOSX wB97M-V def2-TZVPD def2/J DEFGRID3
* xyz 0 1
C 3.0575 0.2595 0.7191
C 2.0117 0.7820 -0.2409
O 0.6884 0.7042 0.3471
C 0.2117 -0.5107 0.4255
C -1.1917 -0.4359 0.9677
C -2.1199 -0.9422 -0.1523
C -2.2793 0.0815 -1.2745
H 2.8354 -0.7852 0.9554
H 3.0646 0.8402 1.6468
H 4.0510 0.3170 0.2628
H 1.9943 0.1996 -1.1654
H 2.1553 1.8393 -0.4775
H -1.6938 -1.8697 -0.5541
H -1.4930 0.5678 1.3048
H -1.2504 -1.1277 1.8179
H -3.1014 -1.1935 0.2653
H -2.8694 -0.3226 -2.1038
H -2.7804 0.9862 -0.9112
H -1.3043 0.3855 -1.6737
*
```

Taken from the Mulliken analysis, the atomic charges in e are: number 1, C, carries -1.097; number 2, C, carries -0.090; number 3, O, carries -0.113; number 4, C, carries -0.539; number 5, C, carries -0.306; number 6, C, carries -0.467; number 7, C, carries -1.033; number 8, H, carries 0.340; number 9, H, carries 0.292; number 10, H, carries 0.364; number 11, H, carries 0.301; number 12, H, carries 0.275; number 13, H, carries 0.311; number 14, H, carries 0.304; number 15, H, carries 0.274; number 16, H, carries 0.321; number 17, H, carries 0.333; number 18, H, carries 0.293; number 19, H, carries 0.240


[2]
One molecule with the formula C6H12O, computed with wB97M-V/def2-TZVPD.

Output
Structure (SMILES) ... C[C@H]1CO[C@@H](C)C1
Kohn-Sham gap ... 10.8 eV
HOMO ... -9.69 eV

Geometry as ORCA input:
```
! RIJCOSX wB97M-V def2-TZVPD def2/J DEFGRID3
* xyz 0 1
C 1.2396 1.5742 1.3009
C -0.0073 1.1502 0.5337
C 0.3125 0.7654 -0.9014
O -0.8656 0.1197 -1.3477
C -1.0084 -0.9493 -0.4063
C -0.2649 -2.1160 -1.1222
C -0.7589 -0.1465 0.9538
H 1.7835 2.3433 0.7342
H 1.9137 0.7214 1.4192
H 1.0336 2.0065 2.2865
H -0.7169 1.9880 0.5255
H 0.6149 1.5478 -1.5958
H 1.1634 0.0518 -0.8652
H -2.0555 -1.2894 -0.3883
H -0.9303 -2.2958 -1.9714
H -0.1034 -3.0858 -0.6363
H 0.6825 -1.8216 -1.5892
H -0.2642 -0.6761 1.7740
H -1.7684 0.1124 1.2960
*
```

Taken from the Mulliken analysis, the atomic charges in e are: number 1, C, carries -1.541; number 2, C, carries 0.590; number 3, C, carries -0.782; number 4, O, carries -0.440; number 5, C, carries 0.264; number 6, C, carries -1.157; number 7, C, carries -0.807; number 8, H, carries 0.339; number 9, H, carries 0.388; number 10, H, carries 0.376; number 11, H, carries 0.286; number 12, H, carries 0.404; number 13, H, carries 0.228; number 14, H, carries 0.325; number 15, H, carries 0.300; number 16, H, carries 0.345; number 17, H, carries 0.268; number 18, H, carries 0.363; number 19, H, carries 0.251


[3]
A 2-piece molecular cluster, C6H12O overall, computed with wB97M-V/def2-TZVPD.

Output
Kohn-Sham gap (alpha / beta) ... 7.4 / 7.4 eV
HOMO (alpha / beta) ... -7.34 / -7.34 eV

Geometry as ORCA input:
```
! RIJCOSX wB97M-V def2-TZVPD def2/J DEFGRID3
* xyz 0 1
C 1.6357 1.0216 1.0918
O 1.8917 -0.1571 -0.4989
C 0.7810 -1.0493 -0.5468
C -0.5087 -0.2137 -0.3376
C -0.1807 1.2271 -0.5801
C -1.8094 -0.8781 -0.6828
C -1.4485 -0.6341 0.7595
H 2.4885 0.4593 1.4614
H 0.7115 0.8426 1.6254
H 1.8464 2.0595 0.8712
H 0.7761 -1.5140 -1.5396
H 0.9304 -1.8309 0.2063
H 1.4101 0.7132 -0.8201
H -0.6345 1.9371 0.1118
H -0.3351 1.5483 -1.6180
H -1.7877 -1.9081 -1.0373
H -2.5895 -0.2665 -1.1284
H -1.1885 -1.4998 1.3670
H -1.9888 0.1431 1.2951
*
```

Taken from the Mulliken analysis, the atomic charges in e are: number 1, C, carries -0.662; number 2, O, carries -0.499; number 3, C, carries -0.532; number 4, C, carries 1.483; number 5, C, carries -1.776; number 6, C, carries -0.754; number 7, C, carries -0.987; number 8, H, carries 0.289; number 9, H, carries 0.321; number 10, H, carries 0.343; number 11, H, carries 0.271; number 12, H, carries 0.327; number 13, H, carries 0.495; number 14, H, carries 0.345; number 15, H, carries 0.267; number 16, H, carries 0.260; number 17, H, carries 0.268; number 18, H, carries 0.261; number 19, H, carries 0.280


[4]
One molecule with the formula C6H12O at a distorted geometry, computed with wB97M-V/def2-TZVPD.

Output
Structure (SMILES) ... CC[C@H]1CCCO1
Kohn-Sham gap ... 10.7 eV
HOMO ... -9.49 eV

Geometry as ORCA input:
```
! RIJCOSX wB97M-V def2-TZVPD def2/J DEFGRID3
* xyz 0 1
C 2.5654 -0.2614 0.1487
C 1.4985 0.4817 -0.6597
C 0.1663 0.4151 0.0717
C -1.0711 0.9576 -0.6484
C -2.1877 0.0820 -0.0661
C -1.4815 -1.2681 0.1871
O -0.0809 -0.9610 0.2498
H 2.7544 0.2439 1.1049
H 2.2179 -1.2757 0.3705
H 3.5078 -0.3236 -0.4025
H 1.8061 1.5157 -0.8674
H 1.3366 -0.0293 -1.6179
H 0.2600 0.9086 1.0589
H -1.2480 2.0278 -0.4909
H -0.9575 0.7779 -1.7240
H -3.0466 -0.0042 -0.7385
H -2.5451 0.4909 0.8854
H -1.7890 -1.7197 1.1373
H -1.6741 -1.9833 -0.6275
*
```

Taken from the Mulliken analysis, the atomic charges in e are: number 1, C, carries -1.138; number 2, C, carries -0.557; number 3, C, carries 0.237; number 4, C, carries -0.680; number 5, C, carries -0.583; number 6, C, carries -0.488; number 7, O, carries -0.379; number 8, H, carries 0.277; number 9, H, carries 0.298; number 10, H, carries 0.370; number 11, H, carries 0.292; number 12, H, carries 0.308; number 13, H, carries 0.218; number 14, H, carries 0.371; number 15, H, carries 0.316; number 16, H, carries 0.350; number 17, H, carries 0.269; number 18, H, carries 0.246; number 19, H, carries 0.275


[5]
C6H12O as an isolated structure at a distorted geometry, computed with wB97M-V/def2-TZVPD.

Output
Kohn-Sham gap ... 8.0 eV
HOMO ... -6.92 eV

Geometry as ORCA input:
```
! RIJCOSX wB97M-V def2-TZVPD def2/J DEFGRID3
* xyz 0 1
C 2.5408 -0.5544 -0.2797
O 1.2678 -1.0871 0.0115
C 0.4910 -0.3754 0.8264
C -0.0251 1.3327 -0.0239
C -1.4734 1.2784 -0.0129
C -1.1868 -0.1135 0.5262
C -1.5850 -1.2238 -0.4172
H 2.9675 -0.0714 0.6027
H 2.4886 0.1730 -1.0896
H 3.1823 -1.3754 -0.6002
H 0.9894 0.2100 1.5888
H 0.4088 2.0917 0.5790
H 0.4456 1.1971 -0.9657
H -1.9544 1.3375 -0.9684
H -1.9408 1.9579 0.6785
H -1.5621 -0.2617 1.5362
H -2.6629 -1.2082 -0.5995
H -1.0848 -1.1130 -1.3781
H -1.3064 -2.1944 -0.0143
*
```

Taken from the Mulliken analysis, the atomic charges in e are: number 1, C, carries -0.689; number 2, O, carries -0.353; number 3, C, carries -0.700; number 4, C, carries -0.679; number 5, C, carries -0.825; number 6, C, carries 0.754; number 7, C, carries -1.511; number 8, H, carries 0.333; number 9, H, carries 0.258; number 10, H, carries 0.244; number 11, H, carries 0.489; number 12, H, carries 0.395; number 13, H, carries 0.291; number 14, H, carries 0.312; number 15, H, carries 0.272; number 16, H, carries 0.329; number 17, H, carries 0.405; number 18, H, carries 0.315; number 19, H, carries 0.359


[6]
C6H12O as an isolated structure, computed with wB97M-V/def2-TZVPD.

Output
Kohn-Sham gap ... 7.9 eV
HOMO ... -7.32 eV

Geometry as ORCA input:
```
! RIJCOSX wB97M-V def2-TZVPD def2/J DEFGRID3
* xyz 0 1
C 1.5987 0.6497 0.7711
C 2.1198 -0.1406 -0.2896
O 0.4430 -1.1189 -1.1338
C -0.4854 -1.2745 -0.2754
C -0.9393 -0.2467 1.1638
C -1.6831 -0.3993 -0.1382
C -1.6326 0.8486 -0.9941
H 1.7893 0.4013 1.8081
H 1.2765 1.6660 0.5544
H 2.9296 0.6552 0.2526
H 2.5282 -1.1189 -0.0749
H 2.0826 0.2094 -1.3094
H -0.5891 -2.2583 0.2160
H -0.8695 0.7650 1.5593
H -1.2012 -0.9711 1.9363
H -2.6613 -0.8934 -0.1365
H -1.6628 0.6166 -2.0631
H -2.4528 1.5318 -0.7478
H -0.6905 1.3771 -0.8066
*
```

Taken from the Mulliken analysis, the atomic charges in e are: number 1, C, carries -0.653; number 2, C, carries -0.384; number 3, O, carries -0.683; number 4, C, carries -0.188; number 5, C, carries -1.264; number 6, C, carries 0.497; number 7, C, carries -1.140; number 8, H, carries 0.333; number 9, H, carries 0.379; number 10, H, carries 0.264; number 11, H, carries 0.316; number 12, H, carries 0.295; number 13, H, carries 0.384; number 14, H, carries 0.425; number 15, H, carries 0.260; number 16, H, carries 0.375; number 17, H, carries 0.292; number 18, H, carries 0.355; number 19, H, carries 0.139


[7]
One molecule with the formula C6H12O at a distorted geometry, computed with wB97M-V/def2-TZVPD.

Output
Structure (SMILES) ... CC(C)CCC=O
Kohn-Sham gap ... 10.8 eV
HOMO ... -9.78 eV

Geometry as ORCA input:
```
! RIJCOSX wB97M-V def2-TZVPD def2/J DEFGRID3
* xyz 0 1
O -2.5723 2.4925 0.0287
C -2.6025 1.2993 0.1585
C -1.5789 0.3921 -0.4976
C -0.1905 0.6705 0.0954
C 0.6570 -0.5702 0.3581
C 1.9907 -0.2040 0.9934
C 0.8999 -1.2807 -0.9701
H -3.2929 0.7801 0.8484
H -1.5332 0.5015 -1.5820
H -1.8925 -0.6543 -0.3975
H 0.3181 1.4227 -0.5082
H -0.2824 1.2275 1.0394
H 0.0853 -1.1998 1.0391
H 1.8450 0.2095 1.9924
H 2.6018 0.4031 0.3319
H 2.5560 -1.1205 1.1687
H 1.5544 -2.1603 -0.9847
H -0.0140 -1.6013 -1.4726
H 1.4514 -0.6077 -1.6413
*
```

Taken from the Mulliken analysis, the atomic charges in e are: number 1, O, carries -0.460; number 2, C, carries -0.048; number 3, C, carries -0.551; number 4, C, carries -0.869; number 5, C, carries 0.754; number 6, C, carries -1.599; number 7, C, carries -1.390; number 8, H, carries 0.307; number 9, H, carries 0.319; number 10, H, carries 0.376; number 11, H, carries 0.307; number 12, H, carries 0.423; number 13, H, carries 0.210; number 14, H, carries 0.390; number 15, H, carries 0.348; number 16, H, carries 0.421; number 17, H, carries 0.401; number 18, H, carries 0.327; number 19, H, carries 0.335


Values for M, g mol⁻¹, ordered as above
100.2; 100.2; 100.2; 100.2; 100.2; 100.2; 100.2
Values for calculated total energy, eV, ordered as above
-8461.544; -8463.199; -8457.920; -8463.890; -8459.463; -8458.248; -8463.619
Values for energy above the lowest of the compared OMol25 structures with the same formula, charge and spin, kcal/mol, ordered as above
64.80; 26.64; 148.37; 10.70; 112.79; 140.81; 16.94